No. 1
The following is a quantum chemistry calculation of a cluster of 3 separate species, C26H37F5N4O6 in total at a distorted geometry, from the Open Molecules 2025 dataset.

```
! wB97M-V def2-TZVPD RIJCOSX def2/J DEFGRID3
* xyz 0 1
H -2.90254 -7.67758 -2.21572
H -0.76889 0.75091 0.93814
H -2.92683 7.49343 5.61464
F -6.15263 -4.10334 0.54130
H -4.85637 5.85595 4.64453
H 5.79640 1.00651 -2.01785
C 6.32143 2.73096 -4.77442
O -1.81034 5.13101 3.59509
C -2.93378 6.90036 4.69663
C -1.57671 6.32485 4.35489
O -4.54136 -5.77876 -3.77310
H 2.87929 0.68941 -1.24541
N 3.87085 0.85384 -0.90573
C -1.22417 0.78385 2.01638
H -0.96220 7.01749 3.77258
C -2.83190 -7.72270 -3.39440
H 6.32733 3.78447 -5.06527
H 8.15680 3.04578 -3.66796
H -3.64917 5.18008 5.75516
C -2.01521 -5.12410 -3.49274
H -0.84258 1.68016 4.16088
H 5.56229 0.26505 -3.61652
H -3.57458 -8.54448 -3.79036
C -0.03365 -1.49812 2.35311
H -3.66297 5.01615 2.71780
N -1.28875 -0.62518 2.56341
H 1.53970 0.94985 3.75118
C -0.38730 -2.17978 0.90489
C -2.83179 -2.67330 -0.60658
O 1.02860 -1.60476 3.16543
H 6.03668 2.13506 -5.64957
H 1.71726 -2.85648 -0.12714
F -6.13432 -4.11342 -1.84739
H 5.47216 3.21162 -2.86672
H 5.94890 0.31930 0.73527
H -3.28549 7.53937 3.87806
H -1.39692 -4.83131 -4.47105
C 1.82204 1.73813 1.52865
H -2.35212 1.15634 1.90581
C -0.24233 -3.41217 -1.61195
C -1.89536 -3.34433 -1.81916
C 1.14411 1.80295 3.02291
C -4.46289 -2.53464 -0.69104
C 3.90136 0.77329 0.48688
H -0.88649 2.95146 2.76729
H 5.17897 0.75526 2.20011
C -3.78931 5.66272 4.78060
H 2.92456 0.10333 2.24647
C -5.24784 -4.01024 -0.62808
C -3.20221 4.79720 3.68723
N 5.25306 0.97697 1.16347
H 4.34678 2.33210 -3.91913
F -4.76148 -2.01401 -2.07779
H 2.61515 2.62502 1.46131
O -2.60541 -3.87021 -2.99732
H -3.08706 -6.36798 -5.22290
O -3.61008 -1.59198 2.85692
O 7.38451 1.17112 -3.34513
C 5.97370 1.13279 -3.08944
C -3.15661 -6.21572 -4.04279
H -3.31243 3.72887 3.89268
C 5.39558 2.42405 -3.62580
N 2.63283 0.45270 1.30462
F -5.06091 -1.55325 0.24322
H -1.37694 -5.71587 -2.70527
C -2.49802 -1.47461 2.12778
H -1.74983 -8.08770 -3.66179
C -2.01492 -2.14409 0.71239
C -0.49501 1.85599 3.03276
C 0.54459 -2.82879 -0.27741
H -5.03406 -6.52874 -3.31988
F -4.29063 -5.15767 -0.75184
H 8.32951 1.92174 -5.03427
H -1.02533 6.04345 5.25830
H 1.04019 1.94421 0.67940
H 0.43196 -3.91126 -2.44420
C 7.65601 2.25803 -4.24069
H 1.51512 2.82338 3.51560
*
```

## Properties
E_LUMO   -1.6 eV
Highest occupied orbital energy   -8.918 eV
Structure (SMILES)   [H]/N=C(/N)NCCCCN1C(=O)c2ccc(OC[C@@H](C)O)c(C(F)(F)C(F)(F)F)c2C1=O.C1CCOC1.C1CCOC1
Electronic energy   -2182.0268 a.u.


No. 2
The following is a quantum chemistry calculation of a structure of composition C26H38BiGeN4OP, from the Open Molecules 2025 dataset.

```
! wB97M-V def2-TZVPD RIJCOSX def2/J DEFGRID3
* xyz 4 1
H 0.77522 -2.20559 -6.66945
C -2.24928 0.06679 -1.57198
C -0.42786 2.90239 -0.62232
H -0.34248 3.98438 -0.50809
C 5.00955 -5.08583 -2.32301
C 2.72914 -4.65586 -1.68168
N 0.23592 2.23161 0.54697
C -2.64639 -0.33145 0.70457
H 3.95956 -2.80348 0.63252
H 1.62814 -4.16308 2.42334
N -0.67152 0.04359 2.18130
H 5.91395 -6.80468 -1.41060
H -1.68560 -2.36913 -6.71944
C -1.15509 -2.57337 -5.79799
C 4.21693 -2.24641 1.53568
Bi 0.45846 -0.07574 0.14189
C 3.89968 -6.53976 -0.72857
H 0.04118 -4.13465 -0.80425
C 3.23984 -1.09231 4.00113
O 1.60417 -1.40614 1.80620
H 4.99476 -2.79338 2.07137
H 1.76763 -3.62475 4.11086
C 2.28777 -3.69681 3.15523
H 1.88537 -6.03643 -0.22673
C 0.18331 2.45432 -1.93289
H 4.61401 -1.26694 1.26642
H 5.88953 -4.84010 -2.90186
H -2.36774 -1.10891 2.69439
H 3.62387 -0.11981 3.69137
H 2.38710 -0.96401 4.66917
H -2.65789 0.61353 2.59877
H -1.74606 -3.54193 -2.61022
H -1.56429 2.55554 1.57950
H 1.17027 2.63430 0.63914
H 2.00700 -2.74530 -4.61309
C -1.19008 -3.22466 -3.48659
P 2.77722 -2.07277 2.58240
Ge 1.04025 -3.91292 -1.94809
H 3.16678 -4.32794 3.29226
H 0.78488 1.25649 3.07541
C -2.12739 -0.21358 2.12084
C -4.42896 -0.60053 -0.85306
H 4.02718 -1.60583 4.55791
H -0.18300 -0.71680 2.65453
C 0.23631 -2.48010 -5.77248
C 2.75784 -5.76352 -0.81101
H -5.46210 -0.83998 -1.07264
H -4.63741 -0.86601 1.27702
C 3.86769 -4.32065 -2.43834
H -2.94448 -3.04547 -4.70697
H -3.92110 -0.11662 -2.89025
H 1.25350 2.67226 -1.95483
C 0.92444 -2.77563 -4.61094
C -0.27108 1.33492 2.80590
H -0.19444 3.41916 2.26424
C -1.30475 0.56270 -2.64431
C 5.02050 -6.19721 -1.47820
H 0.72079 0.67644 -2.77851
H 3.91844 -7.41225 -0.08973
C 0.21588 -3.15511 -3.45595
C -3.56695 -0.21728 -1.87213
C -0.50591 2.46934 1.82863
H -1.15752 -0.22158 -3.39083
H -0.83306 1.50712 3.72513
C -1.86786 -2.94687 -4.66153
C -3.96897 -0.63304 0.45776
N 0.01097 0.98872 -2.12205
H -1.79429 1.39530 -3.15786
H -1.48708 2.64824 -0.57801
N -1.79848 -0.04020 -0.30375
H -0.27106 3.01480 -2.75292
H 3.85892 -3.47714 -3.11738
*
```

## Properties
E_LUMO   -12.7 eV
Relative energy (zero: lowest compared OMol25 entry of this formula, charge and spin)   0.8 kJ/mol
Highest occupied orbital energy   -19.255 eV
Electronic energy   -3939.3168 a.u.


No. 3
The following is a quantum chemistry calculation of a structure of composition C26H38Br6O12, from the Open Molecules 2025 dataset.

```
! wB97M-V def2-TZVPD RIJCOSX def2/J DEFGRID3
* xyz 0 1
C -14.83856 -3.96891 -18.75968
H -10.06003 -1.97522 -15.53518
O -16.18083 -7.31802 -18.36597
H -15.50181 -4.81865 -18.66047
Br -14.35916 -9.48231 -20.28338
C -9.85063 -12.41830 -18.81646
O -16.09824 -7.26206 -16.15069
H -11.53830 -5.42165 -16.84144
O -10.56388 -5.83205 -14.14620
C -10.63549 -4.95484 -14.95263
C -19.88240 -8.84233 -15.10334
H -16.87342 -9.77519 -13.62810
H -13.89641 -10.70043 -18.17339
H -15.71031 -4.07395 -12.37181
O -14.58990 -11.81337 -13.62086
H -9.86947 -5.80716 -16.81144
O -21.74123 -8.05637 -16.27919
Br -15.84390 -2.45144 -19.36413
H -15.22779 -4.46612 -9.98739
H -13.46963 -8.01156 -17.71790
H -15.36062 -6.13301 -14.57769
C -21.36741 -8.96458 -15.34622
O -17.89251 -5.81678 -13.30706
H -9.28151 -3.42228 -17.19319
H -15.31099 -7.87898 -14.39283
Br -14.23996 -12.58026 -19.75616
H -17.03608 -12.27883 -15.25430
H -10.49824 -9.47566 -20.19229
C -15.13676 -7.06286 -15.09262
C -11.14985 -10.57318 -18.45995
H -19.74960 -8.17963 -14.24082
O -11.86803 -9.82490 -17.85183
H -10.43943 -13.26705 -19.17038
O -15.62523 -13.75466 -13.25724
H -18.55294 -7.42395 -16.15617
H -10.88389 -3.36818 -17.83297
H -17.32430 -3.75952 -11.58117
C -15.98816 -5.08367 -10.45587
C -16.39958 -10.43819 -14.35218
C -10.70562 -10.50335 -19.90977
O -16.34864 -6.78065 -12.03080
H -13.24090 -8.05956 -15.38236
H -11.75999 -2.36716 -15.89115
C -15.67481 -12.63021 -13.64982
C -19.35603 -8.13376 -16.33415
C -17.04493 -5.69914 -12.47640
C -13.74023 -7.16400 -15.73975
C -10.57756 -5.06163 -16.45677
H -20.68267 -7.40852 -17.93965
C -14.01919 -7.19797 -17.24855
C -9.51033 -11.44555 -19.94734
O -10.78727 -3.65466 -14.59704
H -19.41788 -9.79054 -14.84984
Br -14.13958 -3.63390 -16.97040
H -9.38123 -11.97174 -20.89128
O -22.15469 -9.69709 -14.82239
H -8.58383 -10.90911 -19.74140
H -16.82714 -5.27149 -9.78695
H -15.48582 -7.21006 -10.19312
H -17.75272 -12.04815 -13.66011
H -16.58975 -10.02456 -15.33992
C -14.59525 -10.86926 -18.97939
O -10.62846 -11.66656 -17.87642
H -14.44178 -6.38397 -11.33417
C -16.85263 -11.89837 -14.24859
C -10.31981 -3.63923 -16.93940
C -14.87919 -10.50084 -14.12022
H -13.79078 -6.26976 -17.76783
C -15.46722 -6.43436 -10.95552
Br -13.42913 -4.38647 -19.97828
H -20.63017 -6.34908 -16.54500
H -11.53672 -10.87807 -20.51244
H -18.99620 -8.78207 -17.13773
H -13.13133 -6.29189 -15.50310
C -20.60510 -7.39782 -16.85413
H -14.53476 -9.81903 -13.34374
C -15.52257 -7.31296 -17.36561
C -10.76417 -2.77821 -15.73530
H -8.96623 -12.80799 -18.31749
C -16.52016 -4.46573 -11.75464
H -14.31821 -10.33513 -15.04108
Br -16.34839 -10.75788 -18.18891
*
```

## Properties
E_LUMO   -0.4 eV
Relative energy (zero: lowest compared OMol25 entry of this formula, charge and spin)   0.0 kJ/mol
Highest occupied orbital energy   -9.823 eV
Electronic energy   -17360.5401 a.u.


No. 4
The following is a quantum chemistry calculation of a structure of composition C26H38Cl2N6OY at a distorted geometry, from the Open Molecules 2025 dataset.

```
! wB97M-V def2-TZVPD RIJCOSX def2/J DEFGRID3
* xyz -1 1
N -1.46946 0.41086 3.59958
C 3.92758 -1.93756 -1.10823
H 6.00751 -1.36164 -1.08349
H -2.42699 0.22443 1.85434
H -3.68908 -4.40630 -1.96325
H 1.97527 -1.20537 3.11162
C -1.32402 4.25510 -0.47970
H 0.55665 -1.95783 -1.02789
H 1.32093 -2.50609 -3.29535
H 0.58893 -1.41914 0.98790
H 2.04797 1.97873 -3.65674
N 0.94212 0.68268 3.41007
C 4.68732 0.31180 -1.43339
C 1.03002 -0.77492 3.52820
H -7.06761 -2.30342 -0.54040
C -3.39662 -2.41737 -1.51990
C 1.46293 -2.54132 -1.14084
H 2.15474 2.31264 -0.07497
C -5.26144 -1.15957 -0.91625
H -2.52866 5.96115 -0.25410
H -1.18377 -1.51990 1.17685
C 1.58207 -3.51468 0.06440
H 2.65607 4.03290 -0.52113
H 1.66531 0.70681 1.45425
C -4.18094 -3.52408 -1.60299
H -0.54364 4.82814 -1.05517
C -1.55061 0.80919 2.19085
C 2.27406 -0.11986 -1.47533
C -0.21055 -1.02729 1.55471
C -1.32823 -1.01672 3.64351
H -2.16886 -1.47903 3.10533
Y -0.87831 0.89153 -0.92081
C 3.46971 0.74904 -1.67830
H -0.21940 0.79488 5.19739
H -2.94796 4.80620 -1.70701
H 2.37101 -3.71588 -2.62720
H -1.00649 4.30964 0.56448
H 2.50979 -4.15835 0.07772
N -3.06995 -0.05865 -0.86980
H 0.70253 2.13417 2.01596
H 4.34950 2.57826 -1.90467
H 1.86962 3.55994 -2.76071
C -3.88098 -1.14374 -1.13877
C -0.29602 1.05993 4.13092
C 4.98859 -1.00909 -1.14751
C 2.56854 -1.50238 -1.21214
Cl -5.88680 0.32706 -0.34262
N -0.38331 0.41351 1.42953
Cl -1.65865 -2.58443 -1.85000
H 0.72161 -4.16742 0.21757
H -5.95846 -4.44938 -1.08973
C 2.54299 2.79599 -3.07451
H 1.78148 -2.92778 0.88737
C 3.33582 2.25213 -1.83517
H -1.66599 1.87252 2.12371
C -5.52388 -3.50157 -1.23166
H -3.72292 0.78994 -0.72070
H 3.28699 3.28637 -3.65068
H -1.26327 -1.34112 4.67553
C 2.94408 2.98812 -0.46538
H 4.15815 -2.99863 -0.94271
C -6.02634 -2.25536 -0.89567
C 1.41637 -3.27428 -2.44655
N -0.10568 -1.46719 2.96203
H -0.50597 2.14920 4.08698
H 5.56149 0.90033 -1.56370
O -1.38736 2.94775 -0.83550
H 1.12461 -1.07505 4.57154
H -3.48120 4.45258 -0.05610
N 1.02040 0.38878 -1.43794
H 3.81659 2.86518 0.20319
C 0.80338 1.06591 2.00825
C -2.67908 4.93790 -0.66164
H 0.65579 -4.00889 -2.61746
*
```

## Properties
E_LUMO   2.5 eV
Relative energy (zero: lowest compared OMol25 entry of this formula, charge and spin)   20.7 kJ/mol
Highest occupied orbital energy   -3.118 eV
Electronic energy   -2376.0798 a.u.


No. 5
The following is a quantum chemistry calculation of a structure of composition C26H38CsN4O3Ta at a distorted geometry, from the Open Molecules 2025 dataset.

```
! wB97M-V def2-TZVPD RIJCOSX def2/J DEFGRID3
* xyz 2 1
C 1.72106 2.85661 -2.64252
H 0.81370 -2.68151 -4.34088
N -0.39485 1.54967 -2.39746
H 1.65633 0.92280 4.80558
H -1.60874 2.92216 1.60102
H 1.32729 -4.03343 -0.87154
C 1.24900 -2.80673 -3.33878
C 2.54929 -1.94778 2.18770
H -0.46083 4.89659 -3.04961
H -1.57645 -4.15715 -1.85003
H -1.53201 3.59121 -3.57078
C -0.47446 3.85732 -3.40691
H -1.06344 3.69754 -0.73535
H 1.85064 -3.72803 -3.33562
C -1.59412 0.88879 2.28037
C -2.00576 2.22686 2.34340
H -1.89798 -2.04123 3.74358
H -0.00735 -3.14629 -0.12451
H -2.43317 -2.48867 -3.08133
H -4.15703 1.93060 4.96832
Cs -0.02184 1.04503 -4.62825
C 1.63268 -2.99822 2.19015
N -1.32955 -1.26781 3.40940
H 1.91540 -3.97281 1.79209
H 3.56328 0.68859 3.76592
H 1.48919 -2.30088 -0.64298
H 2.21786 3.75431 -2.24257
H 2.18293 1.98264 -2.16400
C -1.86133 1.51064 -2.12114
C 0.15779 -2.90434 -2.27541
H 2.83286 1.28022 2.25764
C -0.85494 0.40717 1.16000
C -2.90618 2.59734 3.33595
C 0.00538 3.57216 -0.95679
H -2.19906 2.42128 -1.59646
Ta -0.13905 -0.05791 -1.18454
H -3.35246 -0.43126 4.88434
H -3.22826 3.63749 3.40167
H 0.46143 2.96480 -0.16650
C 0.75965 0.68541 4.21747
C 3.25023 0.39197 2.75433
N 1.82720 -0.09108 -1.43982
C -3.41514 1.63917 4.22397
C -1.76862 -1.63732 -3.29889
H -2.40538 -0.74036 -3.22411
H 0.06797 3.87450 -4.37097
H 0.46800 4.57453 -0.92508
O 0.21632 0.97748 0.68667
H -0.13438 -5.03667 -2.37995
H 4.14710 0.09907 2.19998
C 2.24985 -0.72702 2.78657
C 0.02127 -1.51906 3.17418
H 3.53529 -2.07438 1.73589
C -2.97576 0.31850 4.18285
C 2.95734 -0.30586 -0.84675
H 1.94920 2.85107 -3.72569
H -0.41505 -3.56264 2.65780
H -2.14453 0.62992 -1.45542
H -0.06659 0.55784 4.92518
H 0.55206 1.56226 3.58853
N -0.64051 -1.61672 -2.33114
C 1.00575 -0.53694 3.39458
C -1.98083 -0.05158 3.27261
H -1.09461 -4.17041 -3.57503
O 4.07162 -0.38981 -0.47914
C 0.35547 -2.78703 2.68648
O -1.24164 -0.64542 0.49751
C 0.76815 -3.08451 -0.89742
C -0.72741 -4.12500 -2.54306
H 1.92195 -1.96049 -3.14593
H -2.44946 1.42843 -3.05938
H -1.41334 -1.73440 -4.34625
C 0.22160 2.96882 -2.34373
*
```

## Properties
E_LUMO   -7.1 eV
Relative energy (zero: lowest compared OMol25 entry of this formula, charge and spin)   24.2 kJ/mol
Highest occupied orbital energy   -12.486 eV
Electronic energy   -1534.9764 a.u.


No. 6
The following is a quantum chemistry calculation of a cluster of 4 separate species, C26H38FI2N3O3P in total at a distorted geometry, from the Open Molecules 2025 dataset.

```
! wB97M-V def2-TZVPD RIJCOSX def2/J DEFGRID3
* xyz -1 1
H -3.84823 2.70893 -2.47652
H 0.05343 3.67758 0.07511
C -1.72065 1.28480 -1.20881
C 1.63676 0.86964 1.00230
H -0.14088 -6.71779 -1.46748
H 6.47186 0.50062 -2.30571
P -0.13757 3.51779 -1.34045
H 5.82773 1.66078 -0.21164
C -3.67873 0.76079 0.58431
H -0.55439 -4.74628 -0.03155
H -1.71084 -4.77106 -1.37092
H 7.57766 1.59411 -0.39303
C -1.36448 0.15224 4.02247
C 6.53092 -0.01935 -1.34643
H 1.10472 4.19298 -1.63827
H -4.69971 2.74507 -4.97930
H 7.68972 -0.34294 1.18799
C -1.53584 0.86652 6.39253
C 6.81678 0.31528 1.16173
H -0.57670 0.34666 1.31522
O 0.74936 2.00377 -1.14085
N 0.18809 -2.23423 -1.87870
C -3.83654 2.06305 -4.69660
H 2.60215 0.71866 0.30432
H -3.46806 1.10701 5.41292
H 1.23717 -5.62353 -1.52593
C -2.12344 1.12234 -2.79228
H -1.33072 -0.45163 -6.03607
H -0.41311 1.87427 4.83124
C -1.39413 0.22973 -3.81312
C -2.85800 1.59585 6.17689
N 4.61268 -1.12262 1.68525
O 1.47872 2.13438 1.79928
H -0.95955 -5.79510 -3.65655
H -3.39304 1.15327 -6.80998
H 0.44809 -0.96799 0.35793
C -0.18994 -3.29437 -1.54037
H -0.99150 1.35059 7.20902
H 6.94014 1.07318 1.93954
N -1.92529 -0.39717 3.13956
H -3.44171 1.60514 7.10117
O -1.67583 2.71431 -1.13873
C -1.88164 0.23412 -5.29483
C 5.58385 -0.49093 1.45403
H 5.61659 -0.60873 -1.24037
C 1.87061 0.82622 2.68495
C -4.83495 -0.18736 1.21153
H 7.38198 -0.70689 -1.38340
H -5.78798 -0.06818 0.56564
H -0.51659 -0.42388 -3.51318
H -1.74476 -0.16053 6.70952
H 0.45776 -4.73139 -3.72863
I -3.17924 -1.64926 -1.25325
H 0.30019 0.12089 -1.66158
C 0.18591 -5.73187 -1.81161
F -0.88081 5.11588 -1.23213
H -5.08927 0.20030 2.27252
H 1.32680 1.40757 3.48877
C 0.16759 0.13356 0.48289
H -0.35437 3.38887 -2.76223
H 0.28566 0.33329 5.35035
H -2.68848 2.63255 5.87081
C -2.83772 0.41544 -0.49417
C -0.15882 0.87243 -0.92237
C -0.65324 -4.65750 -1.11651
C 6.68811 0.98409 -0.20886
C -3.06711 1.15456 -5.71827
H 1.04123 -0.01070 2.68930
I -3.47662 2.69265 1.52920
H 0.66969 -6.47789 -3.78356
C 0.07886 -5.67677 -3.33202
C -3.33545 2.03026 -3.23407
C -0.65295 0.85367 5.14290
H -4.51194 -1.26976 1.33913
*
```

## Properties
E_LUMO   2.0 eV
Highest occupied orbital energy   -4.419 eV
Electronic energy   -2439.6623 a.u.


Gap between HOMO and LUMO readings, ordered: 7.3, 6.6, 9.4, 5.7, 5.4, 6.4 eV